1.
7
Properties=species:S:1:pos:R:3:forces:R:3 method="wB97M-V/def2-TZVPD" e_tot_ev=-12497.7295 charge=0 orbital_gap_ev=8.08 de_lowest_ev=3.422 lumo_energy_ha=-0.0620
O 1.505502 -0.920960 -0.099415 0.30 -0.98 -0.93
H 0.406827 0.532687 1.406721 0.07 1.16 0.51
H 1.504364 1.510323 -0.961643 -0.87 -0.68 1.10
Si 0.867723 0.524445 0.047752 -1.65 -0.76 -0.55
H 1.157042 -1.828524 -0.154695 0.09 0.84 0.17
C -2.152065 0.030134 -0.047813 2.73 0.47 -0.32
N -3.289392 0.151893 -0.190906 -0.67 -0.04 0.02

2.
75
Properties=species:S:1:pos:R:3:forces:R:3 method="wB97M-V/def2-TZVPD" e_tot_ev=-177858.6104 charge=0 orbital_gap_ev=6.39 de_lowest_ev=0.000 lumo_energy_ha=-0.0349
C -0.650858 0.911795 -5.920060 0.00 -0.01 0.01
C -3.223837 6.042636 1.855515 -0.01 0.03 -0.02
C 2.561719 -0.201558 0.606986 0.01 0.02 -0.03
Br 1.532114 0.326764 -2.503842 0.01 -0.01 0.05
C -5.355760 0.344330 -0.232328 0.02 -0.02 -0.01
C -4.426804 2.294097 -1.277372 -0.01 0.00 0.00
C -1.595779 -0.764323 3.521514 0.08 -0.03 -0.07
H -3.177194 1.758428 1.812515 -0.04 0.01 -0.05
C -1.775286 3.697074 1.450927 -0.02 0.01 -0.03
C -5.466748 1.675921 -0.595398 0.01 0.02 0.01
H 5.314458 -2.109793 0.199507 0.00 -0.01 0.00
C 0.346003 0.860165 -4.963127 -0.04 0.02 0.00
H -0.131163 4.976054 1.005085 0.00 0.00 0.00
H -4.292620 -1.449963 3.783852 0.00 0.00 0.01
H -4.491398 3.343339 -1.535412 0.00 0.00 0.00
F 1.569274 1.257739 -5.309630 0.01 -0.01 0.00
C -1.881801 6.116915 1.482547 -0.01 0.00 0.01
C -0.846017 -3.208050 -1.995924 0.00 0.03 0.01
H -4.266682 -4.635074 -3.032033 0.00 0.00 0.00
H -4.453866 -1.871204 2.079827 -0.01 0.00 0.02
C 1.980890 -2.435209 0.572456 -0.03 -0.02 0.01
Sc -0.526802 -0.471035 1.209351 -0.26 0.23 0.34
H -4.878246 4.747117 2.324540 0.00 0.01 0.00
C 4.274009 -1.843965 0.331032 -0.01 0.00 0.00
H -4.237037 -0.186495 2.555670 -0.01 0.00 0.01
C -2.192174 -5.063710 -2.699874 0.01 -0.01 0.00
O -1.599661 1.330921 1.253835 0.04 0.12 0.10
N 1.614908 -1.159012 0.655601 0.04 0.02 -0.01
C -1.924805 0.489370 -5.594285 0.04 0.02 0.00
C -0.958597 -4.547644 -2.329787 -0.01 -0.02 0.00
H 1.181603 -3.162416 0.662993 0.00 0.00 0.00
C -3.189718 -2.889364 -2.423376 0.04 0.00 0.01
C -0.982159 2.475865 1.235052 -0.07 -0.12 -0.05
H -1.401831 7.076605 1.349754 0.00 0.00 0.00
F -3.430323 -0.381642 -4.084096 -0.01 -0.01 0.08
C -1.213460 -0.002228 -3.316664 -0.09 -0.02 0.02
H -2.481792 2.069566 -2.131569 -0.01 0.01 -0.01
C -1.173760 4.951611 1.289743 -0.01 -0.01 -0.03
C 0.069145 0.406850 -3.684174 0.05 0.01 -0.06
C -1.957603 -2.367047 -2.041717 -0.01 -0.03 -0.02
C 2.095029 1.183354 0.743603 -0.01 -0.01 0.01
H 2.790610 2.018022 0.727144 0.00 0.00 0.00
C -3.195568 0.219478 -1.286164 0.06 0.07 -0.01
C -3.940660 -1.214457 2.778415 0.00 0.01 -0.02
C 3.299473 -2.825481 0.401928 0.02 0.01 0.00
H -1.570954 0.155216 5.453091 0.00 0.00 0.00
F -2.888900 0.523200 -6.508527 0.00 -0.01 0.00
H -3.183903 0.125977 4.723755 -0.01 0.00 -0.01
P -1.618131 -0.626007 -1.613845 0.11 -0.07 -0.01
C 3.903179 -0.513030 0.442213 0.00 -0.02 -0.01
C -2.183614 0.031826 -4.314509 0.00 0.04 0.01
O -3.792296 2.487326 2.043478 0.08 -0.09 -0.01
N 0.317215 2.588525 1.035578 0.01 0.02 0.01
C -2.122387 0.240936 4.517387 0.01 -0.01 0.02
H -4.061735 -2.253673 -2.468367 -0.02 0.03 -0.01
H 0.115380 -2.804034 -1.695279 0.02 0.00 0.00
H -6.148811 -0.135027 0.327383 -0.01 0.00 0.00
N 0.840564 1.344027 0.891807 -0.02 -0.12 -0.16
F -0.384773 1.351679 -7.143374 0.00 0.01 -0.02
S 0.171013 -0.863414 3.485900 -0.14 -0.08 -0.02
H -2.288259 -6.112390 -2.949274 0.00 0.00 0.00
C -4.219225 -0.383014 -0.563940 -0.06 -0.02 -0.03
H -1.959613 1.253773 4.138837 0.00 0.01 0.01
H 4.638212 0.279544 0.408541 0.00 0.01 0.00
H -4.121987 -1.411597 -0.241067 0.00 0.01 -0.04
C -3.303216 -4.234431 -2.744474 -0.01 0.02 0.01
C -3.840413 4.822754 2.028403 0.02 -0.05 -0.01
H -0.088686 -5.190426 -2.290577 0.00 0.00 0.00
H 3.546930 -3.875044 0.337508 0.00 0.00 0.00
H -6.348128 2.241481 -0.323578 0.00 0.00 0.00
C -3.294854 1.572438 -1.613382 -0.03 -0.01 -0.04
S -1.945164 -2.458066 1.317232 0.10 -0.02 0.02
C -2.441302 -1.416346 2.671056 0.14 -0.05 -0.07
C -3.129030 3.636586 1.830370 0.05 0.09 0.04
H -3.791861 6.951185 2.012500 0.00 0.00 0.00

3.
44
Properties=species:S:1:pos:R:3:forces:R:3 method="wB97M-V/def2-TZVPD" e_tot_ev=-37917.4333 smiles="COCCNC(=O)C1CCN(S(=O)(=O)c2ccccc2)CC1" charge=0 orbital_gap_ev=10.11 de_lowest_ev=1.601 lumo_energy_ha=0.0220
C -1.709458 0.590140 2.187333 0.34 0.08 -0.43
H 2.917891 -1.377810 1.063617 0.09 0.01 -0.03
H 1.501393 3.471839 -2.146087 -0.07 0.08 0.00
C 2.650549 -1.046757 0.057561 -0.26 0.05 -0.10
S -0.500582 1.151445 0.996059 0.05 -0.18 0.18
C -3.950885 0.027318 2.776684 0.01 0.03 0.02
H 0.371135 3.324117 -3.519695 0.03 0.03 0.02
H 0.003534 2.521139 -1.966546 0.07 0.04 -0.08
C -3.522037 -0.281655 4.057880 -0.05 -0.01 -0.03
H 0.396211 1.139889 -4.694314 0.01 -0.03 0.07
C -0.207149 -1.294948 0.231930 -0.40 -0.62 -0.19
C 1.943607 -2.207440 -0.645341 -0.14 -0.19 0.16
H -0.533470 -1.005507 -0.777054 -0.02 -0.08 0.06
H 3.574442 -0.761441 -0.448564 0.03 0.04 0.04
O 0.665117 -2.658632 -2.621896 -0.35 -0.13 -0.09
H 2.793376 -0.376841 -2.293893 -0.08 -0.13 0.12
C 0.778412 0.725155 -3.749627 0.06 -0.22 -0.12
H 2.600488 -3.085375 -0.652024 -0.06 0.08 -0.05
C 1.727992 0.162730 0.176533 0.56 0.43 0.00
C -2.184970 -0.151399 4.403145 0.09 0.03 -0.03
C 0.675754 -2.535791 0.152020 -0.06 0.13 -0.11
H -3.331582 0.718162 0.824152 -0.10 -0.01 -0.11
H -4.993041 -0.073334 2.514428 -0.08 0.00 -0.03
H 1.083685 -1.276398 -4.507407 0.11 0.11 -0.02
N 0.500513 -0.200894 0.870357 -0.62 0.74 0.48
O 1.554606 1.685851 -3.066176 0.21 -0.28 -0.12
H -0.081449 0.427558 -3.130552 0.05 -0.01 -0.05
H 1.490688 0.574108 -0.812701 0.11 0.00 -0.02
H -1.859026 -0.391097 5.403864 0.04 -0.01 0.07
C 1.522341 -1.971710 -2.102480 0.52 -0.12 0.23
C -3.037804 0.466825 1.831169 -0.02 0.06 -0.20
C 1.667817 -0.490035 -4.027118 -0.31 0.31 -0.07
H 2.504579 -0.197736 -4.664591 -0.09 -0.04 -0.04
H 2.191997 0.953592 0.768742 0.12 -0.07 -0.17
H 0.941459 -2.860106 1.158778 0.03 -0.04 0.03
O 0.274292 2.209777 1.572669 0.16 -0.06 0.21
C -1.269764 0.289202 3.461879 0.07 0.00 0.16
N 2.190026 -1.015426 -2.785765 0.23 0.30 -0.09
H -4.234550 -0.624020 4.793526 -0.06 -0.03 0.06
O -1.147819 1.415378 -0.263866 -0.28 -0.24 0.12
H -0.223957 0.410840 3.692882 0.13 -0.03 0.14
H 0.123779 -3.330486 -0.349413 0.02 0.04 0.08
H -1.097670 -1.495947 0.832785 0.00 -0.12 -0.15
C 0.805724 2.808363 -2.655460 -0.11 0.09 0.07

4.
12
Properties=species:S:1:pos:R:3:forces:R:3 method="wB97M-V/def2-TZVPD" e_tot_ev=-12287.6787 charge=0 orbital_gap_ev=8.09 de_lowest_ev=11.317 lumo_energy_ha=-0.0263
C -1.241806 -0.522270 0.354433 3.00 -0.77 -3.70
N -0.845898 -1.577809 -0.384535 -2.31 2.02 2.74
H 2.925270 1.997719 0.007759 -4.48 0.16 0.06
N 1.815237 0.594006 -0.478568 1.01 -1.17 -1.13
C -2.407430 -0.027526 1.027079 -3.65 -0.55 1.95
H -2.608130 1.432012 1.359497 1.05 -5.06 -1.35
C 0.724923 0.030091 -0.290168 3.75 -3.71 -2.97
O 0.460507 -1.402394 -0.781736 -0.02 4.05 1.54
O -0.266856 0.491820 0.297324 -3.92 0.60 2.26
O 1.832170 1.896523 -0.004643 4.77 0.71 0.43
H -3.537653 -0.475704 -0.200145 2.45 1.03 3.74
H -2.225551 -0.836779 2.238974 -1.64 2.69 -3.57

5.
17
Properties=species:S:1:pos:R:3:forces:R:3 method="wB97M-V/def2-TZVPD" e_tot_ev=-12384.5715 smiles="C=CCNC(=C)[N+](=O)[O-]" charge=0 orbital_gap_ev=8.47 de_lowest_ev=6.364 lumo_energy_ha=-0.0161
C -1.356823 -1.391073 0.614621 1.61 2.94 -1.62
N -0.322665 -0.882190 1.432074 -2.91 -1.90 -0.82
H 1.393227 -1.087544 0.040145 -1.40 1.96 1.65
O -1.771187 -2.622033 2.426357 -1.22 -0.86 0.41
O -3.406092 -2.201429 1.032117 -1.14 -0.94 0.42
C 0.825144 1.358754 -0.944756 0.87 -0.20 0.28
H 1.530249 -0.144307 1.747706 -0.74 -0.61 -1.80
H -0.385318 -1.481732 2.249462 1.22 0.41 0.23
H -0.924584 -0.473932 -1.253485 -0.88 -0.53 0.26
C 0.831762 -0.345900 0.828789 2.60 0.43 1.20
H 0.647986 2.276763 -1.493066 -0.23 0.23 0.51
N -2.273266 -2.167181 1.408291 1.05 0.55 -0.02
C 0.469962 1.050921 0.315304 2.83 -2.60 -4.13
C -1.649847 -1.081382 -0.684553 1.57 -1.25 1.80
H -2.347008 -1.789979 -1.087121 -0.56 0.49 -0.70
H 1.520987 0.696084 -1.508503 -0.96 0.08 0.43
H 0.035415 1.700996 0.955176 -1.71 1.78 1.92

6.
59
Properties=species:S:1:pos:R:3:forces:R:3 method="wB97M-V/def2-TZVPD" e_tot_ev=-34091.9209 charge=+1 orbital_gap_ev=9.01 lumo_energy_ha=-0.1026
O 1.972265 -2.366536 -4.859520 0.10 0.15 0.29
H 0.153894 -2.162386 -4.055132 -0.03 -0.03 0.05
H 2.239542 1.735338 1.748689 -0.19 -0.09 -0.12
O 2.969324 -4.389590 -4.782648 0.25 -0.07 0.35
H -4.061531 1.019858 4.541782 -0.03 -0.02 0.02
H -3.968006 0.964192 -0.479464 0.14 0.06 -0.18
H 0.698515 -3.847453 -4.167044 0.02 0.00 -0.01
H 5.438104 -3.841358 -5.818693 0.02 0.01 -0.01
B -0.667258 1.007592 -1.208985 0.00 0.09 -0.04
H -1.164952 4.145039 1.637203 0.06 -0.19 -0.10
C -0.799355 3.254515 1.116342 0.21 -0.21 -0.11
H 0.727731 -3.001854 -1.791044 0.01 0.00 0.01
H 5.197754 -3.034180 -7.398081 0.05 -0.05 -0.01
H 2.348387 -3.455494 -2.340564 0.00 -0.02 -0.04
C 1.316840 0.308345 4.289069 0.20 0.12 -0.09
H 0.784790 0.795483 1.373190 0.06 0.18 -0.26
O -0.978703 -0.827940 3.715471 -0.03 -0.46 0.36
H 0.206675 4.421039 -0.393478 -0.08 -0.20 -0.03
H 1.016854 3.591922 2.111477 -0.02 0.11 -0.10
H -3.281330 0.343911 -1.997787 0.12 0.01 0.17
H 1.246406 -0.064306 3.270682 0.15 -0.10 0.02
H 2.057842 1.099502 4.378718 0.06 -0.05 -0.02
C -1.011314 0.169663 4.384602 0.06 0.65 -1.27
C -3.647035 -0.852656 5.549093 -0.04 0.03 0.01
H 1.875237 -1.747830 -2.277405 0.03 -0.03 0.04
C 0.229495 2.333413 -1.037812 -0.07 0.29 -0.45
H -2.240215 -1.351906 -0.486738 0.05 0.18 0.02
H -3.113668 2.057516 -1.586158 0.04 -0.16 0.13
H -1.380926 3.810094 -0.837066 0.21 -0.08 0.04
C -0.441201 3.531013 -0.343195 -0.32 0.10 0.22
C 0.998348 -2.833564 -3.907731 -0.04 0.06 -0.07
N -1.879538 0.778812 -0.417644 0.22 -0.41 -0.16
H -0.956595 -0.836122 0.616480 -0.23 0.11 -0.05
H -3.329896 -0.224479 3.503097 0.01 0.00 0.00
H -3.618808 -0.417949 6.547522 0.00 -0.02 0.01
C 1.537177 2.013357 -0.298926 0.10 -0.16 0.36
C -3.111999 1.043033 -1.163936 -0.35 0.31 0.07
O -2.075108 0.847174 4.758310 -0.20 -0.10 0.41
O -0.257191 0.031286 -2.069517 -0.42 0.03 0.48
H 1.598669 -0.516566 4.939642 -0.23 0.02 0.12
C -1.935546 -0.551364 0.204308 0.04 -0.16 0.07
H 0.528122 0.219835 -2.578149 0.39 0.07 -0.26
H 0.514687 2.674126 -2.049952 -0.07 -0.14 0.27
H 2.011447 1.100870 -0.690170 -0.07 0.25 0.07
H -2.936185 -1.675361 5.488941 0.00 0.00 0.01
O 0.076505 0.922997 4.654814 0.10 -0.08 0.33
H 4.268984 -4.506548 -6.973829 0.00 0.02 -0.03
H 0.123985 2.393296 2.766068 0.06 0.02 0.17
H 2.277397 2.817666 -0.416537 -0.23 -0.06 0.02
H -4.647155 -1.251452 5.379029 0.00 -0.03 0.01
H -1.520709 2.434299 1.195119 0.14 0.19 -0.11
C 2.922146 -3.253390 -5.170733 -0.63 -0.28 -0.71
N 0.433760 2.790195 1.875786 0.06 0.05 -0.09
C 1.298108 1.747179 1.189041 -0.04 -0.18 0.13
C 1.525752 -2.759611 -2.493907 -0.01 0.05 0.06
H -2.650775 -0.527939 1.034988 0.09 -0.05 -0.11
C 4.721968 -3.591687 -6.598951 -0.02 0.05 0.03
O 3.711153 -2.709782 -6.085804 0.27 0.14 0.09
C -3.352862 0.196739 4.507141 0.02 0.06 -0.01